one:
The following is a DFT calculation (wB97M-V/def2-TZVPD) of 3 unconnected molecules or ions with the total composition C2H10N2O3.

Gap between HOMO and LUMO, eV: 9.88
Structure (SMILES): NCNC=O.O.O
HOMO energy, eV: -9.33

Each line ends with the Mulliken charge.
Atoms and positions in Å:
O -0.28262 -0.38843 -1.21876  -0.551
C -0.97331 -1.17092 -0.61636  0.029
N -1.67820 -0.86021 0.49633  -0.130
C -1.85587 0.49623 1.00404  -0.388
N -0.63012 1.27738 1.16223  -0.642
H -1.06448 -2.23024 -0.90764  0.318
H -2.28834 -1.51355 0.95040  0.269
H -2.61811 1.04857 0.44098  0.295
H -2.27716 0.39697 2.00094  0.267
H -0.66327 2.11515 0.56921  0.263
H 0.15839 0.80341 0.73451  0.297
H 4.85126 4.33883 -3.39802  0.320
H 5.86177 3.70060 -2.45878  0.320
O 5.09988 4.28941 -2.46893  -0.640
H -0.92423 -3.38376 1.19482  0.303
H -0.22250 -4.76779 0.91371  0.319
O -0.49308 -4.15167 1.60132  -0.647

two:
The following is a DFT calculation (wB97M-V/def2-TZVPD) of 3 unconnected molecules or ions with the total composition C2H10N2O3.

Gap between HOMO and LUMO, eV: 10.72
Structure (SMILES): NCC(N)=O.O.O
HOMO energy, eV: -10.09

Each line ends with the Mulliken charge.
Atoms and positions in Å:
N -1.60029 0.10369 0.50916  -0.574
C -0.72060 0.86408 -0.37287  -0.261
C 0.62959 0.20878 -0.56517  0.197
N 0.75211 -1.08829 -0.17524  -0.262
O 1.58161 0.93879 -0.78231  -0.633
H -2.52083 0.50733 0.58677  0.203
H -1.17263 0.06368 1.42912  0.215
H -0.51479 1.86290 -0.00237  0.377
H -1.19491 0.99344 -1.35170  0.296
H -0.07905 -1.64768 -0.13878  0.205
H 1.67002 -1.48097 -0.34661  0.256
H -1.99552 -1.53182 -0.90801  0.335
H -2.59993 -2.59562 -1.85220  0.304
O -1.95463 -2.46992 -1.14428  -0.663
H 1.62739 1.27227 1.38044  0.354
H 2.59950 1.90549 2.33073  0.294
O 1.65415 1.76297 2.21598  -0.645

According to the calculations, the structures order from most to least stable as two, one.